# 1
Entry from the Open Molecules 2025 dataset: a cluster of 2 separate species, C8H7NOS in total in a non-equilibrium geometry (ωB97M-V/def2-TZVPD).

CARTESIAN COORDINATES (ANGSTROEM)
C (-1.25218, -0.92641, -0.36092)
C (0.81934, 0.29175, -1.09541)
H (2.47201, 1.62798, -1.34942)
H (2.04411, -0.14036, 2.57337)
H (-2.45256, -1.67616, -1.71538)
C (-1.96570, 1.58130, 0.07224)
H (-3.37660, -2.01324, -0.10184)
H (3.31136, 1.44451, 0.67375)
H (0.21843, 0.39895, -2.00394)
N (-2.54201, 2.58441, -0.16689)
C (0.00360, -0.36924, -0.07746)
C (1.80037, -0.05821, 1.53169)
O (-1.76559, -0.96640, -1.63050)
S (-2.26549, -1.78372, 0.76096)
C (0.59665, -0.60018, 1.18928)
C (2.47668, 0.73292, 0.52540)
C (1.92667, 0.93284, -0.76303)
H (-0.04908, -1.06073, 1.93807)

Forces on atoms 1 to 3 (eV/Å):
C -3.5 0.1 -2.2
C -5.3 -1.6 0.0
H 0.1 0.3 -1.0

Results
energy relative to the best compared isomer or geometry (same formula, charge and spin)	106.1	kcal/mol
HOMO (alpha / beta)	-8.3 / -8.3	eV
E_tot	-837.0642	hartree

# 2
Entry from the Open Molecules 2025 dataset: a structure of composition C22H44AlBr12 in a non-equilibrium geometry (ωB97M-V/def2-TZVPD).

CARTESIAN COORDINATES (ANGSTROEM)
C (-3.98657, -1.21161, -0.81036)
H (-5.07018, 1.14132, -0.33966)
H (4.27175, 0.00702, 2.00244)
C (1.78954, 2.11402, 2.36104)
H (3.43237, -1.71918, 3.26798)
C (-5.23899, -0.96203, 0.05342)
C (0.91218, -3.02331, 1.65455)
C (-2.75459, -0.43481, -0.38517)
Br (8.23857, 1.88132, -5.33194)
H (2.42562, 2.44718, -0.11072)
C (0.84094, 1.75556, 1.20729)
Br (-1.05912, -0.69984, -4.30015)
H (-1.29219, -0.28522, 1.15864)
H (1.20307, -3.95661, 2.13952)
Br (-1.34881, 3.36677, -1.84494)
Br (3.72443, -5.17571, 1.74973)
H (5.13014, -4.64283, 3.70916)
C (-0.62151, -3.06417, 1.54669)
H (-4.27655, 2.86935, 1.14000)
H (1.39241, -2.99529, 0.67814)
H (3.08733, 3.17680, -2.55274)
H (0.89876, 3.22924, -0.34578)
H (-1.70664, -2.84981, -0.32206)
H (1.41085, 0.29450, -1.14051)
Br (-1.61372, 0.59924, -7.16118)
Br (2.89854, -4.52650, 4.76491)
H (-3.78424, -2.28096, -0.80876)
H (0.64289, 0.69726, 1.14748)
H (-0.95894, -4.09625, 1.50532)
H (2.07476, 0.46459, 3.74976)
Br (5.22940, 2.29763, -6.31541)
H (-5.25580, -1.61490, 0.92384)
H (0.00585, 1.34265, -1.57493)
H (2.43526, 2.93667, 2.07242)
H (6.44620, 0.22548, -5.74421)
H (3.29046, -2.21240, 1.59973)
C (-1.98649, -1.02417, 0.78373)
C (1.39666, -1.87569, 2.56587)
H (2.90476, 0.78209, -3.65836)
H (-0.47277, -1.51122, -6.56195)
Br (4.73290, -7.04826, 4.12255)
H (-4.22629, -0.95633, -1.84074)
C (3.18697, -0.07232, 1.95331)
C (1.35649, 2.25549, -0.16834)
H (-1.00645, -2.63228, 2.47094)
C (-0.43994, -0.52802, -6.11812)
Br (-4.50991, 3.60107, -2.13068)
Br (1.37899, 0.08073, -6.17689)
H (-6.09899, -1.25106, -0.54999)
H (3.47271, 1.41745, 3.43587)
H (-4.25543, 0.00212, 2.20093)
C (-1.14564, -2.22127, 0.36682)
C (1.06997, 1.31357, -1.33074)
H (-6.48591, 0.67762, 0.57293)
H (-0.09636, 2.28327, 1.37633)
H (1.17601, 2.50102, 3.17673)
C (-3.86136, 2.09870, 1.78416)
C (-5.41651, 0.50273, 0.46552)
H (-2.74021, 5.25584, -2.63276)
H (-5.56063, 1.08344, 2.54149)
H (0.96755, 2.61505, -4.00763)
H (-2.05565, -0.43874, -1.22259)
H (1.27980, -2.25426, 3.57674)
C (-4.77221, 0.87596, 1.82076)
H (-0.27809, -1.85935, -0.18288)
Br (5.78626, 0.96931, -3.48864)
Br (-2.94155, 5.58277, -0.18849)
C (2.88555, -1.53288, 2.34428)
C (4.24751, -5.25546, 3.59960)
H (-2.61998, -1.30026, 1.62764)
C (2.61478, 0.95640, 2.94745)
H (2.92213, 0.11580, 0.91602)
Al (2.07704, 1.99072, -3.00724)
H (-3.74356, 2.50382, 2.78328)
C (6.42732, 1.19927, -5.27873)
H (-2.87809, 1.86522, 1.38772)
C (-2.86139, 4.55517, -1.82028)
H (-2.98924, 0.60587, -0.20973)
H (0.74575, -1.02406, 2.41058)

Forces on atoms 1 to 3 (eV/Å):
C -0.4 0.1 0.4
H 0.1 0.2 -0.1
H 0.2 0.1 -0.3

Results
energy relative to the best compared isomer or geometry (same formula, charge and spin)	0.0	kcal/mol
HOMO	-4.7	eV
E_tot	-31995.1921	hartree
charge	-1

# 3
Entry from the Open Molecules 2025 dataset: a cluster of 2 separate species, H4OS2 in total in a non-equilibrium geometry (ωB97M-V/def2-TZVPD).

CARTESIAN COORDINATES (ANGSTROEM)
S (0.00000, 0.00000, 0.00000)
H (-0.42414, -3.39634, -1.85348)
H (-0.21437, -1.89914, -1.48059)
S (-1.51950, -0.70964, 1.29769)
O (0.24152, -2.67231, -1.88387)
H (0.05808, -0.91559, -0.99036)
H (-2.61983, -0.25549, 0.66087)

Forces on atoms 1 to 3 (eV/Å):
S -0.7 0.4 0.7
H 0.7 0.7 0.0
H -0.1 -2.1 -1.0

Results
energy relative to the best compared isomer or geometry (same formula, charge and spin)	19.6	kcal/mol
HOMO	-9.9	eV
E_tot	-873.9698	hartree

# 4
Entry from the Open Molecules 2025 dataset: a structure of composition C6H11F2NO5S2 in a non-equilibrium geometry (ωB97M-V/def2-TZVPD).

CARTESIAN COORDINATES (ANGSTROEM)
H (2.62127, -1.66925, 2.08788)
C (-2.80768, 3.28655, -1.28375)
H (1.07492, 0.36515, 0.61087)
F (-3.08430, 2.24375, 0.82760)
H (-3.09167, 4.33466, -1.23538)
C (-0.94526, 2.11543, -1.75007)
O (-1.30393, 1.77181, -0.47587)
H (0.60747, -0.49716, -0.82384)
H (3.12572, -0.09110, -0.04718)
O (-0.03744, 1.63767, -2.34016)
N (0.30463, -1.48624, 1.08352)
H (-2.07939, -0.79067, 1.01354)
C (3.11611, -1.87633, 1.14462)
C (2.56171, -1.02492, -0.01861)
O (-1.42000, -2.87416, -0.20262)
S (-1.01853, -0.70152, 1.85460)
C (1.07732, -0.61988, 0.15399)
H (-1.58944, 3.54193, 0.52927)
H (2.73000, -1.50536, -0.97766)
H (3.07010, -2.92328, 0.85601)
H (4.17322, -1.62949, 1.25073)
O (0.88749, -3.41986, -0.44759)
O (-1.76393, 3.08008, -2.23959)
F (-0.22547, -3.83603, 1.62193)
S (-0.13377, -2.91627, 0.37974)
H (-3.68008, 2.69366, -1.56217)
C (-2.16909, 2.79083, -0.00981)

Forces on atoms 1 to 3 (eV/Å):
H -0.1 -0.2 0.0
C -0.2 0.3 -0.2
H -0.3 0.0 0.2

Results
HOMO	-9.7	eV
E_tot	-1662.2607	hartree